{
  "formula": "C4H12",
  "method": "ωB97M-V with the def2-TZVPD basis set",
  "smiles": "CC.CC",
  "gap_ev": 12.50,
  "e_above_lowest_kj_mol": 152.1,
  "total_energy_ha": -159.52705,
  "lumo_energy_ha": 0.040,
  "species": ["C", "C", "H", "H", "H", "H", "H", "H", "C", "C", "H", "H", "H", "H", "H", "H"],
  "coordinates": [[-0.887, -0.319, -1.693], [-1.846, 0.780, -2.344], [-1.075, -0.387, -0.624], [-1.090, -1.262, -2.196], [0.127, -0.033, -1.934], [-2.190, 0.398, -3.408], [-2.600, 1.073, -1.578], [-1.332, 1.779, -2.644], [0.645, -0.424, 1.904], [2.149, -0.020, 2.145], [0.153, -0.104, 2.833], [0.065, -0.148, 1.097], [0.654, -1.490, 1.994], [2.735, -0.497, 1.440], [2.181, -0.273, 3.287], [2.311, 0.928, 1.721]],
  "forces_ev_per_a": [[-1.061, 1.398, -1.315], [0.924, 0.456, -1.433], [0.239, -0.109, -0.141], [0.019, -0.164, 0.325], [0.418, -0.157, 0.363], [-0.081, 0.709, 2.478], [-0.076, -0.423, -1.197], [-0.434, -1.721, 0.838], [1.674, -0.473, 3.192], [-3.349, -0.589, 1.427], [-0.409, 0.116, -0.447], [-0.588, 0.917, -1.918], [-0.355, -0.864, -0.226], [1.651, -2.285, -0.560], [1.328, 0.976, -2.387], [0.100, 2.213, 1.001]]
}